Record 1
# C36H23F4MgN6S2Te

A molecular structure, C36H23F4MgN6S2Te (ωB97M-V/def2-TZVPD, the Open Molecules 2025 dataset).

```
! RIJCOSX wB97M-V def2-TZVPD def2/J DEFGRID3
* xyz 1 1
Mg -1.172 1.125 -2.644
S -1.226 -0.653 0.245
C 0.147 0.130 0.895
N 0.219 0.485 2.140
C 1.529 0.933 2.644
C 2.591 0.034 2.046
N 2.510 0.136 0.584
C 3.716 -0.047 -0.257
C 3.510 -1.198 -1.211
C 3.381 -2.493 -0.713
C 3.136 -3.554 -1.570
C 3.016 -3.327 -2.936
C 3.156 -2.042 -3.440
C 3.404 -0.979 -2.580
C 1.346 0.442 0.035
S 1.165 1.193 -1.427
C -0.900 0.372 3.107
C -0.576 -0.640 4.173
C -0.496 -0.252 5.503
C -0.183 -1.186 6.483
C 0.058 -2.505 6.132
C -0.022 -2.898 4.801
C -0.341 -1.969 3.824
H 1.505 0.838 3.727
H 1.679 1.980 2.370
H 2.463 -1.000 2.380
H 3.580 0.377 2.346
H 4.535 -0.242 0.433
H 3.928 0.882 -0.788
H 3.490 -2.679 0.351
H 3.057 -4.558 -1.177
H 2.837 -4.155 -3.608
H 3.084 -1.863 -4.505
H 3.521 0.023 -2.975
H -1.798 0.122 2.545
H -1.044 1.368 3.527
H -0.691 0.777 5.779
H -0.130 -0.881 7.519
H 0.301 -3.232 6.895
H 0.151 -3.930 4.529
H -0.426 -2.281 2.787
Te -0.512 -1.629 -1.914
C -2.261 -2.776 -1.861
C -2.174 -4.134 -1.566
C -3.329 -4.900 -1.546
C -4.558 -4.308 -1.804
C -4.643 -2.951 -2.087
C -3.493 -2.179 -2.124
H -1.216 -4.594 -1.360
H -3.270 -5.957 -1.327
H -5.458 -4.910 -1.785
H -5.603 -2.495 -2.286
H -3.569 -1.119 -2.340
F -3.444 5.151 -1.538
C -2.130 4.948 -1.496
C -1.394 5.195 -2.652
F -2.047 5.631 -3.724
C -0.073 4.787 -2.762
C 0.543 4.335 -1.594
C -0.192 4.059 -0.462
F 0.403 3.396 0.552
C -1.572 4.261 -0.429
C -2.425 3.298 0.334
C -2.657 2.269 -0.525
N -2.691 1.485 -1.407
C -2.721 3.252 1.709
N -2.933 3.149 2.839
F 1.831 3.972 -1.624
C 0.477 4.355 -4.085
C 1.335 5.070 -4.943
N 2.038 5.655 -5.645
C 0.085 3.064 -4.274
N -0.357 1.965 -4.240
*
```

The calculation puts the HOMO-LUMO gap at 5.2 eV. Its max |F| is 0.0104 hartree/bohr. The LUMO energy is -4.909 eV.

These are the Löwdin partial charges, in e, on atoms 1 to 4:
1. Mg 0.44
2. S 0.70
3. C -0.58
4. N -0.05

=====

Record 2
# C36H23N4O2RuS2

A molecular structure, C36H23N4O2RuS2 (ωB97M-V/def2-TZVPD, the Open Molecules 2025 dataset).

```
! RIJCOSX wB97M-V def2-TZVPD def2/J DEFGRID3
* xyz -2 2
Ru -0.537 0.743 1.000
O 1.328 -0.458 0.593
C 2.530 -0.342 1.316
C 3.668 -0.931 0.806
C 4.886 -0.886 1.483
C 4.931 -0.219 2.710
C 3.803 0.375 3.217
C 2.532 0.364 2.560
C 1.472 1.022 3.220
N 0.229 1.198 2.769
N -0.596 1.927 3.602
C -1.765 2.099 3.048
O -2.117 1.644 1.882
C -2.793 2.846 3.815
C -2.542 3.336 5.098
C -3.521 4.027 5.793
C -4.772 4.242 5.221
C -5.027 3.758 3.946
C -4.047 3.066 3.247
H 3.609 -1.441 -0.146
H 5.765 -1.352 1.058
H 5.859 -0.163 3.270
H 3.856 0.891 4.170
H 1.691 1.457 4.191
H -1.564 3.163 5.528
H -3.310 4.403 6.788
H -5.537 4.784 5.765
H -5.996 3.922 3.488
H -4.225 2.684 2.251
S 0.203 2.509 -0.247
C -0.486 2.336 -1.838
C -0.182 3.269 -2.830
C -0.662 3.151 -4.130
C -0.310 4.133 -5.110
N -0.015 4.921 -5.897
C -1.483 2.056 -4.457
C -1.796 1.125 -3.473
C -1.322 1.233 -2.163
S -1.719 0.040 -0.971
C -1.997 1.884 -5.783
N -2.409 1.731 -6.848
H 0.457 4.108 -2.579
H -2.423 0.280 -3.728
C -1.116 -6.134 -1.335
C -1.455 -4.871 -1.806
C -0.919 -3.735 -1.220
C -0.023 -3.848 -0.155
C 0.293 -5.116 0.326
C -0.244 -6.253 -0.262
C 0.529 -2.634 0.476
C 1.121 -1.620 -0.149
C 1.529 -1.527 -1.568
C 1.903 -2.653 -2.303
C 2.260 -2.532 -3.636
C 2.255 -1.285 -4.250
C 1.919 -0.158 -3.514
C 1.573 -0.276 -2.176
H -1.538 -7.020 -1.795
H -2.148 -4.767 -2.632
H -1.192 -2.744 -1.567
H 0.978 -5.207 1.162
H 0.020 -7.233 0.119
H 0.366 -2.509 1.542
H 1.918 -3.626 -1.829
H 2.543 -3.414 -4.198
H 2.518 -1.193 -5.297
H 1.913 0.821 -3.978
H 1.329 0.601 -1.591
*
```

The calculation puts the HOMO-LUMO gap (spin up / spin down) at 4.0 / 5.3 eV. The expectation value of S² is 0.821. Its max |F| is 0.0024 hartree/bohr. The LUMO energy (spin up / spin down) is 4.186 / 4.185 eV.

These are the Löwdin partial charges, in e, on atoms 1 to 4:
1. Ru 0.66
2. O -0.18
3. C -0.17
4. C -0.03

=====

Record 3
# C36H24BaN5O6S

A molecular structure, C36H24BaN5O6S (ωB97M-V/def2-TZVPD, the Open Molecules 2025 dataset).

```
! RIJCOSX wB97M-V def2-TZVPD def2/J DEFGRID3
* xyz -1 1
Ba 0.624 -0.560 0.958
C -1.286 2.572 1.080
O -1.596 1.290 1.612
C -2.885 0.852 1.249
C -3.994 1.553 1.668
C -5.262 1.197 1.214
C -5.362 0.141 0.315
C -4.250 -0.576 -0.091
C -2.957 -0.284 0.399
N -1.803 -0.942 0.160
N -1.775 -1.615 -1.094
C -1.634 -0.784 -2.247
C -0.592 0.170 -2.254
O 0.290 0.299 -1.313
C -0.515 1.052 -3.382
C -1.356 0.966 -4.443
C -2.388 -0.001 -4.464
C -3.273 -0.095 -5.561
C -4.295 -1.002 -5.583
C -4.464 -1.857 -4.474
C -3.622 -1.792 -3.399
C -2.540 -0.867 -3.344
H -1.730 3.375 1.678
H -0.199 2.684 1.091
H -1.637 2.649 0.050
H -3.865 2.405 2.327
H -6.137 1.748 1.534
H -6.334 -0.137 -0.079
H -4.362 -1.392 -0.791
H 0.289 1.780 -3.358
H -1.250 1.636 -5.291
H -3.122 0.584 -6.395
H -4.965 -1.063 -6.432
H -5.274 -2.577 -4.470
H -3.771 -2.475 -2.578
O 6.410 4.477 4.882
N 6.330 3.318 4.526
O 7.265 2.541 4.499
C 4.998 2.808 4.158
C 3.959 3.343 4.827
C 2.632 2.873 4.591
C 1.526 3.383 5.295
C 0.282 2.886 5.025
C 0.155 1.888 4.045
N 1.173 1.393 3.372
C 2.406 1.869 3.639
C 3.538 1.323 2.906
N 3.273 0.377 1.988
C 4.258 -0.141 1.287
C 5.588 0.273 1.449
C 5.884 1.230 2.382
C 4.845 1.780 3.161
H 4.134 4.122 5.555
H 1.676 4.160 6.035
H -0.598 3.247 5.539
H -0.821 1.496 3.780
H 3.978 -0.912 0.572
H 6.365 -0.165 0.839
H 6.901 1.556 2.527
O 2.353 -2.247 -0.269
C 1.363 -3.033 -0.220
O 0.650 -3.193 0.798
C 0.982 -3.741 -1.496
C 2.018 -4.272 -2.257
C 1.769 -4.977 -3.423
C 0.464 -5.120 -3.867
C -0.571 -4.547 -3.143
C -0.339 -3.870 -1.946
S -1.840 -3.291 -1.150
H 3.031 -4.120 -1.907
H 2.592 -5.396 -3.991
H 0.251 -5.646 -4.789
H -1.589 -4.600 -3.510
*
```

The calculation puts the HOMO-LUMO gap at 3.5 eV. Its max |F| is 0.0101 hartree/bohr. The LUMO energy is 0.387 eV.

These are the Löwdin partial charges, in e, on atoms 1 to 4:
1. Ba 2.01
2. C -0.10
3. O -0.27
4. C -0.24

=====

Record 4
# C36H24BiCl4NO2P2Te

A molecular structure, C36H24BiCl4NO2P2Te (ωB97M-V/def2-TZVPD, the Open Molecules 2025 dataset).

```
! RIJCOSX wB97M-V def2-TZVPD def2/J DEFGRID3
* xyz 0 1
Bi -1.342 -2.342 -0.305
Cl 1.528 -8.618 -0.537
C 0.879 -7.089 -0.987
C 0.758 -6.748 -2.330
Cl 1.257 -7.852 -3.553
C 0.230 -5.508 -2.688
Cl 0.074 -5.051 -4.337
C -0.188 -4.612 -1.711
O -0.692 -3.411 -2.019
C -0.064 -4.956 -0.353
O -0.452 -4.064 0.565
C 0.472 -6.190 -0.001
Cl 0.616 -6.573 1.668
Te 2.636 1.015 -0.134
C 2.606 3.122 0.094
C 1.729 3.744 0.974
C 1.740 5.127 1.068
N 2.555 5.910 0.366
C 3.395 5.308 -0.468
C 3.457 3.933 -0.646
C 0.576 0.713 0.142
P 0.177 -0.539 1.310
C 1.366 -0.706 2.658
C 1.230 0.028 3.834
C 2.182 -0.092 4.834
C 3.257 -0.954 4.671
C 3.382 -1.704 3.510
C 2.439 -1.580 2.504
C -1.359 -0.149 2.208
C -1.829 1.147 2.369
C -3.000 1.386 3.071
C -3.710 0.329 3.619
C -3.242 -0.971 3.477
C -2.070 -1.209 2.775
P -0.210 0.167 -1.352
C -1.968 0.704 -1.375
C -2.874 -0.044 -2.127
C -4.202 0.344 -2.223
C -4.637 1.485 -1.566
C -3.739 2.244 -0.827
C -2.412 1.857 -0.737
C 0.384 1.118 -2.779
C 0.681 0.453 -3.962
C 1.089 1.175 -5.078
C 1.211 2.552 -5.006
C 0.921 3.218 -3.821
C 0.504 2.506 -2.711
H 1.036 3.160 1.568
H 1.062 5.632 1.748
H 4.050 5.958 -1.039
H 4.148 3.517 -1.368
H 0.385 0.690 3.968
H 2.080 0.485 5.743
H 3.996 -1.048 5.456
H 4.212 -2.386 3.388
H 2.531 -2.168 1.598
H -1.267 1.967 1.941
H -3.357 2.400 3.193
H -4.627 0.519 4.161
H -3.786 -1.798 3.912
H -1.691 -2.225 2.697
H -2.534 -0.923 -2.670
H -4.894 -0.243 -2.812
H -5.673 1.788 -1.634
H -4.076 3.143 -0.327
H -1.703 2.451 -0.175
H 0.602 -0.626 -4.012
H 1.319 0.654 -5.998
H 1.536 3.113 -5.873
H 1.022 4.294 -3.761
H 0.291 3.025 -1.785
*
```

The calculation puts the HOMO-LUMO gap at 6.6 eV. Its max |F| is 0.0119 hartree/bohr. The LUMO energy is -0.785 eV.

These are the Löwdin partial charges, in e, on atoms 1 to 4:
1. Bi 1.69
2. Cl 0.67
3. C -0.71
4. C -0.71

=====

Record 5
# C36H24N10O4Sn

A molecular structure, C36H24N10O4Sn (ωB97M-V/def2-TZVPD, the Open Molecules 2025 dataset).

```
! RIJCOSX wB97M-V def2-TZVPD def2/J DEFGRID3
* xyz 0 1
Sn -0.861 -2.158 -1.502
O -4.139 0.599 -0.244
C -3.377 -0.347 -0.355
N -2.730 -0.758 -1.499
C -2.978 -0.173 -2.700
C -3.628 1.065 -2.916
C -3.821 1.536 -4.185
C -3.388 0.808 -5.319
C -2.764 -0.388 -5.170
C -2.529 -0.924 -3.869
N -1.868 -2.061 -3.640
C -1.625 -2.966 -4.660
O -2.372 -3.184 -5.591
C -0.335 -3.735 -4.536
C 0.005 -4.657 -5.515
C 1.218 -5.314 -5.400
C 2.037 -5.031 -4.317
C 1.605 -4.102 -3.383
N 0.445 -3.464 -3.496
C -3.099 -1.173 0.880
C -3.383 -0.622 2.124
C -3.086 -1.363 3.253
C -2.535 -2.628 3.101
C -2.305 -3.098 1.818
N -2.581 -2.386 0.729
H -3.965 1.631 -2.066
H -4.307 2.494 -4.323
H -3.547 1.215 -6.309
H -2.430 -0.945 -6.030
H -0.677 -4.832 -6.335
H 1.523 -6.038 -6.144
H 2.993 -5.520 -4.192
H 2.204 -3.857 -2.514
H -3.816 0.366 2.175
H -3.276 -0.961 4.240
H -2.284 -3.240 3.957
H -1.869 -4.077 1.652
C 5.121 5.061 1.049
O 4.233 5.582 2.029
C 3.554 4.691 2.785
C 3.737 3.312 2.715
C 2.967 2.476 3.496
C 1.982 2.996 4.357
C 1.834 4.401 4.438
C 2.606 5.231 3.670
N 1.088 2.241 5.053
N 1.270 0.929 5.053
C 0.864 0.147 4.117
C 1.212 -1.261 4.307
C 1.183 -2.147 3.311
C 0.792 -1.750 1.953
O 0.925 -2.497 1.006
C 0.211 -0.373 1.790
N -0.299 -0.096 0.591
C -0.819 1.106 0.390
C -0.912 2.064 1.390
C -0.396 1.777 2.635
C 0.213 0.539 2.850
H 5.500 5.920 0.504
H 4.600 4.387 0.364
H 5.953 4.530 1.516
H 4.433 2.866 2.023
H 3.107 1.408 3.401
H 1.084 4.798 5.110
H 2.492 6.305 3.711
H 1.564 -1.523 5.297
H 1.502 -3.173 3.438
H -1.192 1.310 -0.608
H -1.378 3.018 1.185
H -0.458 2.500 3.434
N 0.323 -0.474 -2.397
C 1.034 0.353 -1.961
N 1.730 1.332 -1.539
C 2.571 1.179 -0.532
N 3.318 1.126 0.352
*
```

The calculation puts the HOMO-LUMO gap (spin up / spin down) at 7.0 / 5.1 eV. Its max |F| is 0.0036 hartree/bohr. The LUMO energy (spin up / spin down) is -0.987 / -2.292 eV.

These are the Löwdin partial charges, in e, on atoms 1 to 4:
1. Sn 1.30
2. O 0.06
3. C -0.45
4. N 0.00

=====

Record 6
# C36H24N10PdS

A molecular structure, C36H24N10PdS at a distorted geometry (ωB97M-V/def2-TZVPD, the Open Molecules 2025 dataset).

```
! RIJCOSX wB97M-V def2-TZVPD def2/J DEFGRID3
* xyz 0 3
Pd -0.712 -0.060 -1.090
C -1.234 -6.377 0.620
C 0.189 -6.371 0.528
C 0.816 -5.207 0.014
C 0.032 -4.123 -0.312
C 0.383 -2.804 -0.872
N 1.615 -2.463 -1.046
C 1.986 -1.206 -1.453
C 3.366 -0.883 -1.723
C 4.515 -1.634 -1.852
C 5.666 -1.006 -2.263
C 5.667 0.344 -2.524
C 4.573 1.199 -2.297
C 3.356 0.548 -1.966
C 2.041 0.995 -1.789
N 1.647 2.261 -1.791
C 0.405 2.644 -1.506
N -0.714 1.851 -1.270
C -1.753 2.749 -0.825
N -2.986 2.438 -0.398
C -3.429 1.154 -0.281
N -2.705 0.040 -0.498
C -3.486 -1.042 -0.182
N -3.130 -2.356 -0.109
C -1.846 -2.698 -0.267
N -0.776 -2.098 -0.920
C -1.288 -4.046 0.019
C -1.948 -5.160 0.405
C -4.740 -0.584 0.316
C -5.675 -1.300 1.131
C -6.632 -0.551 1.802
C -6.664 0.883 1.605
C -5.812 1.584 0.900
C -4.724 0.788 0.281
C -1.248 4.130 -0.878
C -1.750 5.342 -0.441
C -0.856 6.417 -0.238
C 0.469 6.276 -0.545
C 0.969 5.046 -1.057
C 0.086 4.015 -1.199
N 1.260 -0.142 -1.440
H -1.720 -7.400 0.805
H 0.764 -7.322 0.818
H 1.927 -5.182 -0.032
H 4.671 -2.701 -1.833
H 6.478 -1.657 -2.521
H 6.569 0.885 -2.772
H 4.375 2.246 -2.517
H -3.039 -5.065 0.485
H -5.734 -2.373 1.208
H -7.538 -0.964 2.298
H -7.610 1.343 1.939
H -5.931 2.600 0.717
H -2.860 5.452 -0.343
H -1.286 7.271 0.262
H 1.104 7.146 -0.452
H 2.042 4.866 -1.314
C 1.618 2.080 1.829
N 1.880 0.686 1.916
C 3.279 0.190 1.687
C 3.182 -1.314 1.914
N 1.746 -1.479 2.082
C 1.049 -0.334 2.199
S -0.633 -0.297 2.520
H 2.390 2.759 2.263
H 0.745 2.399 2.392
H 1.582 2.363 0.755
H 3.956 0.601 2.404
H 3.572 0.396 0.660
H 3.696 -1.656 2.796
H 3.474 -1.781 0.962
H 1.321 -2.347 2.284
*
```

The calculation puts the HOMO-LUMO gap (spin up / spin down) at 4.8 / 5.3 eV. The expectation value of S² is 2.047. Its max |F| is 0.0944 hartree/bohr. The LUMO energy (spin up / spin down) is -1.115 / -2.507 eV.

These are the Löwdin partial charges, in e, on atoms 1 to 4:
1. Pd 1.01
2. C -0.06
3. C -0.08
4. C -0.02